(1)
{
  "formula": "C13H20InN2O5",
  "method": "the ωB97M-V functional and the def2-TZVPD basis",
  "elements": ["N", "C", "In", "C", "C", "O", "O", "O", "C", "O", "C", "C", "C", "C", "C", "C", "H", "H", "H", "H", "H", "H", "H", "H", "H", "H", "H", "H", "H", "C", "O", "N", "C", "C", "H", "H", "H", "H", "H", "H", "H"],
  "xyz": [[-4.7882, -0.1332, -2.4737], [-5.1954, 0.6950, -1.2367], [-3.3481, 0.5832, 0.1456], [-3.4629, -1.4417, 1.1566], [-2.0282, -2.0485, 1.6678], [-1.0743, -2.4608, 0.7894], [-1.6402, -2.1718, 3.1093], [-3.3023, 2.2248, 1.4474], [-2.1730, 2.0042, 2.3654], [-2.4748, 1.4511, 3.5647], [-0.5917, 2.3176, 2.0638], [0.3603, 1.0428, 1.6099], [1.9793, 1.1584, 1.3091], [2.6793, 2.6344, 1.4754], [1.7737, 3.9480, 1.8808], [0.1456, 3.7874, 2.1727], [-4.3520, -1.0007, -2.0375], [-3.9394, 0.3993, -2.8326], [-5.4908, 1.7957, -1.5080], [-6.0865, 0.1367, -0.6805], [-1.9011, 0.7708, -0.9591], [-3.8780, -2.2006, 0.3339], [-4.2143, -1.3802, 2.0521], [-2.3289, -1.6796, 3.6464], [-0.1262, -0.0146, 1.4891], [2.5631, 0.1583, 1.0238], [3.8385, 2.7034, 1.2936], [2.3311, 4.9901, 1.9852], [-0.5036, 4.7165, 2.4643], [3.1631, -0.8839, -1.4663], [3.6089, 0.1975, -1.1031], [3.8509, -1.8273, -2.2000], [3.2512, -3.0864, -2.5916], [5.2172, -1.5519, -2.5924], [2.1336, -1.1942, -1.2216], [3.8408, -3.9053, -2.1698], [3.2550, -3.1555, -3.6832], [2.2219, -3.1620, -2.2308], [5.8196, -1.3883, -1.6937], [5.2366, -0.6421, -3.1998], [5.6303, -2.3865, -3.1657]],
  "e_above_lowest_kcal_mol": 272.2,
  "homo_ev": -4.6,
  "total_energy_ha": -1182.8409,
  "e_lumo_ev": 2.46,
  "charge": -1
}

---

(2)
{
  "formula": "C6H14N3O4",
  "method": "the ωB97M-V functional and the def2-TZVPD basis",
  "elements": ["C", "C", "C", "C", "C", "C", "N", "N", "N", "O", "O", "O", "O", "H", "H", "H", "H", "H", "H", "H", "H", "H", "H", "H", "H", "H", "H"],
  "xyz": [[-1.2726, 0.7191, -0.6407], [1.2685, -0.0375, 1.6167], [-0.1249, -2.2006, -1.8893], [-0.2106, -1.6013, -0.4649], [-0.1683, -0.0800, -0.5918], [0.1510, 0.8695, 1.5125], [-2.5690, 0.4691, -0.1137], [2.4385, 0.2885, 0.9451], [0.3508, 2.1868, 1.1359], [-1.1176, 2.0026, -1.0852], [1.2068, -1.0517, 2.2940], [0.8760, 0.5155, -1.2206], [-0.9378, 0.5913, 2.1781], [-0.2315, -3.3132, -1.8646], [0.7414, -1.8351, -2.4689], [-1.0467, -2.0555, -2.5127], [-1.1334, -1.8897, -0.1226], [0.7373, -1.9220, 0.1265], [-2.6714, -0.4987, 0.2558], [-3.1592, 1.3555, -0.0365], [2.8755, 1.1858, 1.0371], [2.9823, -0.5533, 0.7780], [-0.4891, 2.0703, -1.8023], [-0.5386, 2.5440, 0.8355], [1.1894, 2.3683, 0.4869], [1.6879, 0.0766, -1.1647], [-0.8346, -0.2046, 2.7764]],
  "e_above_lowest_kcal_mol": 0.0,
  "homo_ev": -12.2,
  "total_energy_ha": -701.9635,
  "e_lumo_ev": -4.51,
  "charge": 1
}

---

(3)
{
  "formula": "C39H108NO16Zn",
  "method": "the ωB97M-V functional and the def2-TZVPD basis",
  "elements": ["Zn", "C", "C", "C", "C", "C", "C", "N", "O", "C", "C", "C", "H", "H", "H", "H", "H", "H", "H", "H", "H", "H", "H", "H", "H", "H", "H", "H", "H", "H", "C", "C", "O", "H", "H", "H", "H", "H", "H", "C", "C", "O", "H", "H", "H", "H", "H", "H", "C", "C", "O", "H", "H", "H", "H", "H", "H", "C", "C", "O", "H", "H", "H", "H", "H", "H", "C", "C", "O", "H", "H", "H", "H", "H", "H", "C", "C", "O", "H", "H", "H", "H", "H", "H", "C", "C", "O", "H", "H", "H", "H", "H", "H", "C", "C", "O", "H", "H", "H", "H", "H", "H", "C", "C", "O", "H", "H", "H", "H", "H", "H", "C", "C", "O", "H", "H", "H", "H", "H", "H", "C", "C", "O", "H", "H", "H", "H", "H", "H", "C", "C", "O", "H", "H", "H", "H", "H", "H", "C", "C", "O", "H", "H", "H", "H", "H", "H", "C", "C", "O", "H", "H", "H", "H", "H", "H", "C", "C", "O", "H", "H", "H", "H", "H", "H"],
  "xyz": [[8.2316, -37.1040, -21.6657], [12.4199, -36.8051, -20.3906], [11.8266, -37.3791, -19.0876], [12.6443, -36.6938, -17.9548], [12.0614, -37.0124, -16.5486], [10.5780, -36.6911, -16.4584], [9.6332, -37.3436, -17.5693], [10.2964, -37.1103, -18.8917], [9.5054, -37.5303, -20.0316], [8.3024, -36.5901, -17.4132], [9.4526, -38.8568, -17.2474], [12.2307, -38.8706, -19.1195], [13.5067, -36.7346, -20.3471], [12.0042, -35.8061, -20.5220], [12.0823, -37.3301, -21.2842], [12.5750, -35.6087, -18.0313], [13.7157, -36.8939, -17.9702], [12.5378, -36.4478, -15.7471], [12.1328, -38.0766, -16.3239], [10.4337, -35.6149, -16.3633], [10.3098, -36.9371, -15.4309], [7.6079, -36.8195, -18.2215], [8.4194, -35.5275, -17.6257], [7.8566, -36.7297, -16.4284], [8.5413, -39.0186, -16.6718], [10.2857, -39.2763, -16.6834], [9.3100, -39.4605, -18.1437], [13.3015, -38.9516, -19.3060], [11.6356, -39.3994, -19.8641], [11.9834, -39.4019, -18.2004], [14.9696, -39.5088, -22.1584], [13.9170, -40.6056, -22.0245], [14.0988, -41.6051, -23.0188], [14.8038, -38.7224, -21.4221], [15.1439, -39.1067, -23.1564], [15.8973, -40.0009, -21.8663], [12.9528, -40.0990, -21.9825], [14.0619, -40.9759, -21.0097], [13.3063, -42.1468, -23.0185], [8.5751, -38.3911, -13.7830], [9.6439, -39.5328, -13.7598], [9.9730, -39.9194, -12.4665], [7.7713, -38.6469, -13.0926], [8.1781, -38.1523, -14.7696], [8.9736, -37.4809, -13.3349], [10.4903, -39.2126, -14.3674], [9.3592, -40.4632, -14.2510], [10.2873, -39.1065, -12.0640], [12.7022, -32.4541, -18.6135], [12.0505, -32.8992, -17.3579], [11.9709, -31.8751, -16.4028], [12.6302, -33.2012, -19.4040], [13.7336, -32.1454, -18.4433], [12.2160, -31.5442, -18.9652], [12.5806, -33.7123, -16.8620], [11.0416, -33.2734, -17.5320], [12.8465, -31.5922, -16.1290], [17.2814, -37.4024, -16.9896], [16.4801, -36.7146, -15.8424], [17.2466, -36.8126, -14.6506], [16.6931, -37.3005, -17.9015], [17.4751, -38.4543, -16.7796], [18.2653, -36.9426, -17.0818], [15.5009, -37.1554, -15.6552], [16.3575, -35.6430, -16.0001], [16.8869, -37.6346, -14.3092], [5.1875, -37.9990, -15.9459], [4.8478, -38.5643, -17.3235], [6.0379, -38.7785, -18.0151], [5.7769, -38.7108, -15.3680], [4.3352, -37.8605, -15.2807], [5.6416, -37.0464, -16.2186], [4.1981, -37.8999, -17.8934], [4.2881, -39.4746, -17.1086], [6.3899, -39.5891, -17.6401], [13.7762, -35.2766, -23.1195], [14.6471, -34.0341, -23.2912], [14.7309, -33.4684, -22.0259], [14.1639, -35.9972, -22.3994], [13.6515, -35.7736, -24.0816], [12.7695, -34.9642, -22.8418], [14.1951, -33.3426, -24.0023], [15.6369, -34.2610, -23.6872], [15.2523, -34.0869, -21.5090], [10.0372, -34.7996, -13.3872], [10.9696, -33.5673, -13.3413], [11.6221, -33.5017, -12.0520], [9.4771, -34.8882, -14.3180], [9.2593, -34.8108, -12.6237], [10.4554, -35.7903, -13.2093], [10.3311, -32.7044, -13.5304], [11.7056, -33.5977, -14.1447], [10.9599, -32.9844, -11.5879], [15.6859, -34.7729, -19.0047], [16.9857, -34.8047, -19.8206], [16.7041, -35.2386, -21.1515], [15.8775, -34.4996, -17.9671], [15.1251, -35.7038, -19.0886], [14.9990, -34.0347, -19.4187], [17.7986, -35.3766, -19.3729], [17.2587, -33.7520, -19.8939], [17.5769, -35.2073, -21.5500], [13.8261, -37.2743, -13.0242], [13.9506, -35.8624, -12.4296], [12.9457, -35.7155, -11.4737], [13.0335, -37.3093, -13.7717], [13.6429, -38.0913, -12.3263], [14.8083, -37.4714, -13.4537], [13.7887, -35.0926, -13.1841], [14.9310, -35.7578, -11.9649], [12.4316, -34.9497, -11.7396], [9.7674, -40.6312, -21.4075], [9.6555, -39.6825, -22.5857], [8.3717, -39.0335, -22.5449], [8.9685, -41.3722, -21.4362], [9.6579, -40.0544, -20.4891], [10.7426, -41.1176, -21.3874], [9.8456, -40.1605, -23.5467], [10.3855, -38.8740, -22.5454], [7.8067, -39.6015, -23.0738], [6.9228, -41.7127, -19.0520], [7.3952, -42.1387, -17.7046], [6.8437, -41.3090, -16.7357], [7.3395, -40.7342, -19.2908], [5.8330, -41.7181, -19.0350], [7.2871, -42.4810, -19.7339], [8.4773, -42.0937, -17.5815], [7.1142, -43.1654, -17.4700], [6.7295, -41.7568, -15.8943], [4.9812, -33.8734, -18.5600], [4.7247, -33.3329, -19.9830], [5.0857, -34.2250, -20.9917], [4.6929, -33.0614, -17.8925], [6.0251, -34.1113, -18.3560], [4.3942, -34.7541, -18.2994], [5.3330, -32.4407, -20.1321], [3.6549, -33.1408, -20.0644], [4.6883, -33.9537, -21.8224], [8.5685, -32.9244, -21.5361], [8.7380, -34.1568, -20.6593], [7.8278, -35.1545, -21.0391], [9.3587, -32.2030, -21.3285], [7.6311, -32.3867, -21.3933], [8.6770, -33.1643, -22.5939], [8.5978, -33.9410, -19.6001], [9.7604, -34.5339, -20.6814], [6.9436, -34.8011, -20.9171], [14.8590, -40.2589, -16.9963], [15.4632, -41.2556, -17.9320], [16.7807, -41.4626, -17.5889], [15.2346, -39.2441, -17.1276], [14.9408, -40.4565, -15.9275], [13.7879, -40.3109, -17.1916], [15.4157, -40.8876, -18.9569], [14.9115, -42.1870, -17.8040], [17.1280, -42.1943, -18.1043], [4.5240, -38.6254, -21.3532], [5.1984, -37.3539, -20.8340], [6.5252, -37.7383, -20.6341], [3.4384, -38.5824, -21.4418], [4.6250, -39.4298, -20.6247], [4.8802, -38.9393, -22.3344], [4.7810, -37.0131, -19.8865], [5.1138, -36.5245, -21.5360], [6.4630, -38.3131, -19.8677]],
  "homo_ev": [-4.5, -6.0],
  "total_energy_ha": -4588.3170,
  "e_lumo_ev": [0.32, 0.19],
  "s2": 0.7515,
  "spin_multiplicity": 2
}

---

(4)
{
  "formula": "C35H39N4PW",
  "method": "the ωB97M-V functional and the def2-TZVPD basis",
  "elements": ["W", "C", "C", "C", "N", "C", "C", "C", "C", "C", "C", "C", "N", "C", "C", "C", "N", "C", "C", "C", "C", "C", "C", "C", "N", "C", "C", "H", "H", "H", "H", "H", "H", "H", "H", "H", "H", "H", "H", "H", "H", "H", "H", "H", "H", "H", "H", "H", "H", "H", "H", "H", "H", "C", "P", "C", "C", "C", "C", "C", "C", "C", "C", "C", "C", "C", "C", "H", "H", "H", "H", "H", "H", "H", "H", "H", "H", "H", "H", "H"],
  "xyz": [[0.2104, -0.4510, 0.1042], [2.7851, -1.2170, -1.5938], [2.1404, -2.5827, -1.3637], [0.7724, -2.6441, -2.0091], [-0.1455, -1.6051, -1.4623], [-1.3557, -1.3377, -2.0832], [-1.6895, -1.9300, -3.3107], [-2.8002, -1.7480, -4.1122], [-3.8751, -0.8723, -3.9442], [-4.1267, -0.0443, -2.8624], [-3.4149, 0.0609, -1.6741], [-2.2207, -0.5416, -1.2884], [-1.7591, -0.3484, 0.0321], [-2.7880, -0.3454, 1.0991], [-2.3811, -1.2674, 2.2536], [-1.4567, -2.3655, 1.7539], [-0.1021, -1.7930, 1.5751], [0.8703, -2.0451, 2.5287], [0.6131, -2.7570, 3.7067], [1.4866, -3.2181, 4.6779], [2.8730, -3.1245, 4.7247], [3.7001, -2.4337, 3.8472], [3.3533, -1.6693, 2.7451], [2.1016, -1.4559, 2.1596], [1.9447, -0.6446, 1.0583], [3.1165, 0.0741, 0.4904], [3.8166, -0.7705, -0.5658], [1.9981, -0.4175, -1.6135], [3.1834, -1.1808, -2.6102], [2.0662, -2.8276, -0.3022], [2.7582, -3.3644, -1.8075], [0.3051, -3.6209, -1.8698], [0.8789, -2.4630, -3.0803], [-0.9742, -2.6415, -3.6992], [-2.8180, -2.3485, -5.0151], [-4.6018, -0.8490, -4.7489], [-5.0185, 0.5690, -2.9243], [-3.8531, 0.7274, -0.9393], [-3.7134, -0.7143, 0.6611], [-2.9675, 0.6784, 1.4398], [-3.2869, -1.6868, 2.6908], [-1.8786, -0.7094, 3.0467], [-1.7760, -2.7541, 0.7870], [-1.4376, -3.2182, 2.4222], [-0.4206, -2.9975, 3.9078], [1.0206, -3.7519, 5.4986], [3.3612, -3.6295, 5.5508], [4.7605, -2.4678, 4.0702], [4.1956, -1.1921, 2.2637], [3.7569, 0.4240, 1.2992], [2.7484, 0.9818, 0.0150], [4.3324, -1.6286, -0.1308], [4.5822, -0.1443, -1.0257], [1.5470, 2.4038, -2.1956], [0.2102, 1.8748, -1.0999], [0.6542, 2.3659, 0.5764], [1.6651, 3.2690, 0.8896], [2.0172, 3.4698, 2.2190], [1.4103, 2.7399, 3.2477], [0.4176, 1.8284, 2.9517], [0.0302, 1.6359, 1.6155], [-1.2768, 2.7337, -1.5943], [-1.9514, 3.5741, -0.7077], [-3.0315, 4.3164, -1.1676], [-3.4284, 4.2237, -2.4956], [-2.7598, 3.3778, -3.3768], [-1.6868, 2.6243, -2.9291], [1.5329, 3.4942, -2.2395], [1.3558, 2.0223, -3.1998], [2.5243, 2.0510, -1.8711], [2.1686, 3.8313, 0.1131], [2.7657, 4.2143, 2.4633], [1.6898, 2.9254, 4.2769], [-0.1016, 1.3117, 3.7498], [-0.9624, 1.2202, 1.4644], [-1.6348, 3.6777, 0.3227], [-3.5487, 4.9851, -0.4924], [-4.2545, 4.8256, -2.8517], [-3.0636, 3.3256, -4.4144], [-1.1589, 1.9819, -3.6275]],
  "e_above_lowest_kcal_mol": 0.0,
  "homo_ev": -19.5,
  "total_energy_ha": -1983.0893,
  "e_lumo_ev": -13.48,
  "charge": 4
}

---

(5)
{
  "formula": "C3H6N4",
  "method": "the ωB97M-V functional and the def2-TZVPD basis",
  "elements": ["C", "N", "N", "C", "C", "N", "N", "H", "H", "H", "H", "H", "H"],
  "xyz": [[-0.0328, 1.6737, -0.1912], [-0.4525, -1.7653, 0.3648], [-1.4275, -0.6961, 0.0654], [0.8914, -1.2075, 0.6310], [0.7073, -1.6762, -0.5477], [1.4375, 1.7425, 0.4358], [1.3673, 2.6479, -0.3146], [-1.7918, -0.3812, 0.9609], [-2.1826, -1.1482, -0.4470], [-0.7534, 2.2957, 0.3259], [-0.1401, 1.2621, -1.1846], [1.4355, -0.8137, 1.4573], [0.9417, -1.9336, -1.5561]],
  "e_above_lowest_kcal_mol": 180.3,
  "homo_ev": -8.0,
  "total_energy_ha": -336.6619,
  "e_lumo_ev": 1.08
}